#1
Entry from the Open Molecules 2025 dataset: C5H8O2 in the gas phase (ωB97M-V/def2-TZVPD).

```
15
C5H8O2 | the Open Molecules 2025 dataset | ωB97M-V/def2-TZVPD
C -0.511 -1.586 0.687
C -0.515 -0.445 -0.326
O -1.360 -0.734 -1.425
C -0.843 0.851 0.225
O 0.838 1.951 0.132
C 0.923 -0.222 -0.877
C 1.537 0.905 -0.596
H -1.534 -1.826 0.998
H 0.089 -1.333 1.568
H -0.068 -2.466 0.214
H -0.747 -1.064 -2.102
H -0.894 1.015 1.297
H -1.362 1.564 -0.406
H 1.283 2.110 0.984
H 2.526 1.227 -0.909
```

Orbital gap (alpha / beta) in eV: 7.763 / 7.761
HOMO level (alpha / beta) in hartree: -0.29244 / -0.29241



#2
Entry from the Open Molecules 2025 dataset: C5H8O2 in the gas phase (ωB97M-V/def2-TZVPD).

```
15
C5H8O2 | the Open Molecules 2025 dataset | ωB97M-V/def2-TZVPD
O 0.650 2.477 -0.163
C 0.882 1.359 0.174
O 1.986 0.684 -0.281
C 0.039 0.626 1.183
C -0.166 -0.862 0.846
C -0.589 -1.170 -0.565
C -1.027 -0.314 -1.481
H 1.748 0.238 -1.106
H -0.919 1.109 1.290
H 0.585 0.656 2.131
H -0.871 -1.314 1.543
H 0.798 -1.370 0.963
H -0.703 -2.223 -0.796
H -1.159 0.736 -1.253
H -1.253 -0.632 -2.486
```

Orbital gap in eV: 11.003
SMILES string: C=CCCC(=O)O
HOMO level in hartree: -0.37410



#3
Entry from the Open Molecules 2025 dataset: C5H8O2 in the gas phase (ωB97M-V/def2-TZVPD).

```
15
C5H8O2 | the Open Molecules 2025 dataset | ωB97M-V/def2-TZVPD
C 0.751 -0.106 1.348
C 0.599 1.006 0.291
C -0.773 0.940 -0.421
C -1.121 -0.521 -0.561
O -2.039 -1.090 -0.014
C -0.105 -1.373 -1.344
O 0.685 -0.908 -2.128
H 0.074 -0.949 1.196
H 0.510 0.236 2.354
H 1.759 -0.520 1.349
H 1.385 0.924 -0.464
H 0.730 1.987 0.757
H -1.562 1.418 0.163
H -0.733 1.412 -1.411
H -0.160 -2.456 -1.114
```

Orbital gap in eV: 9.379
SMILES string: CCCC(=O)C=O
HOMO level in hartree: -0.35817



#4
Entry from the Open Molecules 2025 dataset: a molecular structure, C5H8O2 (ωB97M-V/def2-TZVPD).

```
15
C5H8O2 | the Open Molecules 2025 dataset | ωB97M-V/def2-TZVPD
C -1.805 -0.273 -0.324
C -0.690 0.738 -0.082
O -0.423 0.821 1.344
C 0.911 0.406 1.133
C 1.005 -0.934 0.419
C 0.796 0.337 -0.345
O 1.596 0.888 -1.329
H -1.381 -1.279 -0.399
H -2.473 -0.298 0.544
H -2.394 -0.067 -1.221
H -0.896 1.732 -0.494
H 1.674 0.791 1.802
H 0.175 -1.637 0.432
H 1.977 -1.416 0.431
H 1.928 0.190 -1.909
```

Orbital gap in eV: 9.854
HOMO level in hartree: -0.33282



So which one is most stable? That would be #2, about 0.273 eV below the next structure.